Version A
{"formula": "CHO2PS", "method": "ωB97M-V/def2-TZVPD", "lumo_energy_ha": -0.0246, "charge": 0, "homo_ev": -9.8, "homo_lumo_gap_ev": 9.105, "elements": ["C", "O", "O", "P", "S", "H"], "positions_angstrom": [[0.542, 0.471, -0.561], [1.069, -0.532, -0.097], [-0.705, -0.811, 1.825], [-1.041, -1.249, 0.502], [-1.174, 0.733, -0.727], [1.309, 1.389, -0.942]], "nbo_charge": [0.210, -0.591, -0.997, 1.374, -0.164, 0.169]}

Version B
{"formula": "CHO2PS", "method": "ωB97M-V/def2-TZVPD", "lumo_energy_ha": -0.0684, "charge": 0, "homo_ev": -10.1, "smiles": "O=COP=S", "homo_lumo_gap_ev": 8.280, "elements": ["O", "C", "O", "P", "S", "H"], "positions_angstrom": [[-0.130, -1.106, 0.486], [1.028, -0.894, 0.624], [1.554, 0.180, 1.065], [3.088, 0.829, 0.434], [3.868, -0.379, -0.790], [1.794, -1.723, 0.533]], "nbo_charge": [-0.537, 0.647, -0.763, 0.927, -0.359, 0.086]}

Short version: version B is the most stable of them.

Version A
{"formula": "C10H19N3O4S", "method": "ωB97M-V/def2-TZVPD", "lumo_energy_ha": 0.0145, "charge": 0, "homo_ev": -9.1, "smiles": "CNC(=O)[C@H](CS)NC(=O)[C@H](NC(C)=O)[C@@H](C)O", "homo_lumo_gap_ev": 9.494, "elements": ["C", "N", "C", "O", "C", "C", "S", "N", "C", "O", "C", "N", "C", "C", "O", "C", "C", "O", "H", "H", "H", "H", "H", "H", "H", "H", "H", "H", "H", "H", "H", "H", "H", "H", "H", "H", "H"], "positions_angstrom": [[-2.679, 2.466, 2.582], [-2.149, 1.985, 1.334], [-2.403, 2.376, 0.104], [-3.458, 2.946, -0.223], [-1.405, 2.022, -1.036], [-2.125, 1.460, -2.221], [-1.125, 1.635, -3.670], [-0.184, 1.312, -0.829], [-0.201, 0.039, -0.309], [-1.193, -0.446, 0.279], [1.107, -0.754, -0.273], [0.868, -2.212, -0.116], [1.476, -3.169, -0.648], [1.010, -4.528, -0.065], [2.424, -3.088, -1.411], [1.922, -0.137, 0.826], [3.316, -0.660, 1.286], [2.312, 1.177, 0.570], [-2.085, 3.194, 3.051], [-3.714, 2.750, 2.576], [-2.809, 1.592, 3.194], [-1.283, 1.497, 1.433], [-1.098, 3.061, -1.378], [-2.136, 0.371, -2.041], [-3.095, 1.847, -2.405], [-1.929, 0.936, -4.401], [0.651, 1.820, -1.151], [1.531, -0.680, -1.235], [0.335, -2.509, 0.639], [0.677, -4.566, 1.018], [1.769, -5.274, -0.458], [0.184, -4.823, -0.640], [1.398, -0.300, 1.787], [3.846, -0.871, 0.308], [3.220, -1.655, 1.722], [3.983, 0.076, 1.821], [3.044, 1.110, -0.020]], "nbo_charge": [-0.418, -0.572, 0.676, -0.647, -0.150, -0.525, -0.036, -0.624, 0.689, -0.639, -0.171, -0.565, 0.677, -0.729, -0.650, 0.082, -0.634, -0.709, 0.197, 0.231, 0.205, 0.395, 0.230, 0.219, 0.255, 0.122, 0.439, 0.241, 0.401, 0.220, 0.251, 0.230, 0.182, 0.205, 0.214, 0.240, 0.467]}

Version B
{"formula": "C10H19N3O4S", "method": "ωB97M-V/def2-TZVPD", "lumo_energy_ha": 0.0109, "charge": 0, "homo_ev": -8.9, "smiles": "CSCC[C@H](NC(=O)[C@@H](N)CCC(N)=O)C(=O)O", "homo_lumo_gap_ev": 9.209, "elements": ["C", "S", "C", "C", "C", "N", "C", "O", "C", "N", "C", "C", "C", "N", "O", "C", "O", "O", "H", "H", "H", "H", "H", "H", "H", "H", "H", "H", "H", "H", "H", "H", "H", "H", "H", "H", "H"], "positions_angstrom": [[1.130, 1.633, 4.980], [1.080, -0.287, 5.196], [0.245, -0.412, 3.616], [0.893, 0.337, 2.427], [0.035, 0.636, 0.971], [0.942, 1.277, 0.141], [0.887, 1.164, -1.120], [1.921, 1.595, -1.819], [0.016, 0.209, -1.752], [-1.353, 0.412, -1.458], [0.429, -0.280, -3.215], [-0.631, -1.242, -3.689], [-0.614, -2.444, -3.032], [-0.231, -3.691, -3.639], [-1.247, -2.427, -1.955], [-1.137, 1.539, 1.086], [-1.180, 2.728, 0.766], [-2.175, 0.906, 1.301], [0.008, 1.871, 5.037], [1.780, 2.039, 4.192], [1.604, 2.146, 5.992], [-0.860, -0.021, 3.602], [0.386, -1.470, 3.295], [1.597, -0.542, 2.303], [1.513, 1.371, 2.531], [-0.335, -0.184, 0.401], [1.520, 2.052, 0.190], [0.036, -0.818, -1.178], [-1.706, 1.056, -2.099], [-2.139, -0.268, -1.627], [0.496, 0.532, -3.946], [1.581, -0.476, -3.124], [-0.507, -1.445, -4.768], [-1.573, -0.723, -3.651], [0.603, -3.715, -4.319], [0.152, -4.308, -2.689], [-3.166, 1.250, 1.050]], "nbo_charge": [-0.732, 0.201, -0.577, -0.403, -0.142, -0.565, 0.653, -0.687, -0.162, -0.860, -0.407, -0.529, 0.676, -0.828, -0.629, 0.778, -0.629, -0.674, 0.231, 0.220, 0.230, 0.212, 0.230, 0.225, 0.219, 0.256, 0.437, 0.240, 0.348, 0.398, 0.231, 0.256, 0.220, 0.241, 0.393, 0.398, 0.529]}

Short version: version A is the most stable of them.

Version A
{"formula": "CN2O3S", "method": "ωB97M-V/def2-TZVPD", "lumo_energy_ha": -0.0814, "charge": 0, "homo_ev": -10.6, "smiles": "N#CS(=O)(=O)N=O", "homo_lumo_gap_ev": 8.345, "elements": ["N", "C", "S", "O", "O", "N", "O"], "positions_angstrom": [[-2.496, -0.640, -0.293], [-1.440, -0.338, 0.108], [0.108, 0.545, 0.182], [0.392, 1.116, 1.476], [0.000, 1.449, -0.910], [1.480, -0.835, -0.358], [2.589, -0.531, -0.265]], "nbo_charge": [-0.182, -0.097, 1.970, -0.859, -0.869, 0.156, -0.119]}

Version B
{"formula": "CN2O3S", "method": "ωB97M-V/def2-TZVPD", "lumo_energy_ha": [-0.0597, -0.0521], "charge": 0, "homo_ev": [-9.3, -9.5], "homo_lumo_gap_ev": [7.672, 8.058], "elements": ["C", "N", "N", "O", "O", "O", "S"], "positions_angstrom": [[0.559, -0.375, -0.440], [-0.452, -0.701, 0.334], [0.973, 0.682, -0.753], [-1.318, -1.699, 0.491], [-0.941, 1.783, 1.155], [1.584, 1.578, -1.137], [-1.333, 0.479, 1.349]], "nbo_charge": [0.200, -0.217, 0.263, -0.384, -0.823, -0.259, 1.220]}

Short version: version A is the most stable of them.

Version A
{"formula": "C4H4Br2", "method": "ωB97M-V/def2-TZVPD", "lumo_energy_ha": 0.0130, "charge": 0, "homo_ev": -9.3, "homo_lumo_gap_ev": 9.665, "elements": ["C", "C", "C", "C", "Br", "Br", "H", "H", "H", "H"], "positions_angstrom": [[-0.674, 0.214, -0.375], [0.098, -0.876, -0.481], [-0.014, 0.919, 0.767], [1.246, 0.173, 0.831], [0.072, 2.814, 0.467], [1.772, -0.871, 2.279], [-1.527, 0.463, -1.007], [-0.057, -1.683, -1.196], [-0.626, 0.815, 1.646], [1.901, 0.608, 0.166]], "nbo_charge": [-0.252, -0.161, -0.346, -0.239, -0.011, 0.122, 0.220, 0.210, 0.237, 0.220]}

Version B
{"formula": "C4H4Br2", "method": "ωB97M-V/def2-TZVPD", "lumo_energy_ha": 0.0195, "charge": 0, "homo_ev": -9.7, "smiles": "CC1=CC1(Br)Br", "homo_lumo_gap_ev": 10.250, "elements": ["C", "C", "C", "C", "Br", "Br", "H", "H", "H", "H"], "positions_angstrom": [[-1.318, -0.083, 0.794], [-0.242, -0.039, -0.196], [0.304, 0.073, -1.381], [1.252, 0.024, -0.321], [2.319, -1.597, 0.141], [2.089, 1.713, 0.148], [-0.897, -0.794, 1.452], [-2.342, -0.171, 0.473], [-1.250, 0.902, 1.450], [0.085, -0.027, -2.561]], "nbo_charge": [-0.668, 0.064, -0.202, -0.181, -0.012, 0.007, 0.251, 0.246, 0.248, 0.248]}

Short version: version B is the most stable of them.